C42H74GaN6O4 | wB97M-V/def2-TZVPD

Output
LUMO energy: 1.95 eV
gap between HOMO and LUMO: 0.236 Eh
net charge: -1

Geometry (Å):
C 8.199 1.279 0.515
C 7.411 0.840 -0.711
O 6.356 1.741 -0.932
C 5.977 1.832 -2.315
C 5.068 0.667 -2.624
O 4.616 0.712 -3.937
C 4.159 -0.583 -4.400
Ga 2.742 -1.476 -3.162
C 1.522 0.062 -2.528
C 3.778 -2.434 -1.663
C 2.960 -3.299 -0.686
C 1.984 -2.466 0.124
C 1.039 -3.269 1.024
C -0.185 -3.769 0.258
C -1.507 -3.682 1.030
C -2.097 -2.278 0.983
C -3.184 -2.168 -0.075
C -3.624 -0.723 -0.328
C -3.998 -0.487 -1.807
C -3.400 0.766 -2.448
C -1.898 0.910 -2.254
O -1.567 2.299 -2.250
C -0.240 2.500 -1.790
C 1.567 -2.731 -4.291
C 0.289 -3.203 -3.595
O 0.529 -4.495 -3.000
C -0.905 -3.346 -4.556
N -1.981 -2.361 -4.264
H 9.220 0.918 0.478
H 7.705 0.916 1.410
H 8.185 2.364 0.553
H 8.076 0.749 -1.571
H 7.041 -0.167 -0.507
H 5.441 2.769 -2.410
H 6.863 1.829 -2.943
H 4.259 0.666 -1.885
H 5.628 -0.261 -2.465
H 5.042 -1.229 -4.484
H 3.733 -0.424 -5.385
H 2.019 1.003 -2.761
H 1.302 0.074 -1.462
H 0.606 0.064 -3.122
H 4.364 -1.753 -1.044
H 4.484 -3.101 -2.161
H 3.653 -3.743 0.039
H 2.474 -4.138 -1.180
H 2.582 -1.786 0.727
H 1.372 -1.887 -0.561
H 1.558 -4.117 1.459
H 0.729 -2.602 1.828
H -0.304 -3.174 -0.645
H -0.044 -4.788 -0.076
H -2.201 -4.381 0.565
H -1.334 -4.019 2.050
H -1.327 -1.545 0.750
H -2.551 -2.088 1.953
H -4.039 -2.760 0.241
H -2.827 -2.636 -0.988
H -2.887 -0.017 0.040
H -4.523 -0.552 0.257
H -3.764 -1.334 -2.439
H -5.079 -0.387 -1.847
H -3.901 1.682 -2.156
H -3.558 0.679 -3.520
H -1.370 0.465 -3.097
H -1.514 0.417 -1.361
H 0.480 1.987 -2.427
H -0.037 3.566 -1.844
H -0.150 2.207 -0.743
H 1.273 -2.150 -5.167
H 2.110 -3.605 -4.647
H 0.023 -2.495 -2.814
H 0.774 -5.066 -3.746
H -1.312 -4.348 -4.418
H -0.593 -3.271 -5.592
H -2.863 -2.809 -4.495
H -2.023 -2.260 -3.253
N 1.944 5.381 -0.059
C 2.857 6.362 -0.335
C 4.078 5.762 -0.495
C 3.894 4.365 -0.310
C 2.567 4.162 -0.045
H 0.966 5.532 0.108
H 2.561 7.396 -0.394
H 5.002 6.268 -0.722
H 4.648 3.596 -0.367
H 2.016 3.257 0.150
N -0.825 0.514 3.240
C -1.257 0.231 4.504
C -0.198 -0.293 5.200
C 0.914 -0.327 4.312
C 0.489 0.182 3.113
H -1.389 0.902 2.506
H -2.276 0.423 4.796
H -0.220 -0.622 6.226
H 1.905 -0.689 4.526
H 1.001 0.329 2.177
N -4.373 -3.283 5.664
C -5.671 -3.509 5.292
C -6.084 -2.439 4.543
C -4.988 -1.535 4.457
C -3.947 -2.087 5.158
H -3.815 -3.902 6.223
H -6.186 -4.406 5.589
H -7.059 -2.318 4.103
H -4.966 -0.590 3.938
H -2.947 -1.733 5.340
N -1.865 4.527 -4.214
C -3.183 4.635 -4.545
C -3.350 5.807 -5.238
C -2.076 6.428 -5.329
C -1.181 5.609 -4.688
H -1.464 3.759 -3.696
H -3.887 3.872 -4.260
H -4.281 6.177 -5.635
H -1.843 7.364 -5.810
H -0.120 5.706 -4.532
N -4.701 -0.113 7.794
C -3.993 1.036 7.590
C -3.522 1.464 8.804
C -3.964 0.531 9.779
C -4.688 -0.431 9.123
H -5.159 -0.646 7.072
H -3.883 1.451 6.602
H -2.927 2.345 8.973
H -3.772 0.561 10.838
H -5.191 -1.311 9.486

These are the Löwdin partial charges, in e, on atoms 1 to 99: number 1, C, carries -0.07; number 2, C, carries -0.30; number 3, O, carries -0.16; number 4, C, carries -0.17; number 5, C, carries -0.28; number 6, O, carries -0.22; number 7, C, carries -0.23; number 8, Ga, carries 0.50; number 9, C, carries -0.18; number 10, C, carries -0.24; number 11, C, carries -0.30; number 12, C, carries -0.24; number 13, C, carries -0.19; number 14, C, carries -0.21; number 15, C, carries -0.21; number 16, C, carries -0.22; number 17, C, carries -0.21; number 18, C, carries -0.19; number 19, C, carries -0.19; number 20, C, carries -0.16; number 21, C, carries -0.22; number 22, O, carries -0.22; number 23, C, carries -0.12; number 24, C, carries -0.18; number 25, C, carries -0.45; number 26, O, carries -0.08; number 27, C, carries -0.23; number 28, N, carries 0.01; number 29, H, carries 0.07; number 30, H, carries 0.07; number 31, H, carries 0.07; number 32, H, carries 0.11; number 33, H, carries 0.11; number 34, H, carries 0.11; number 35, H, carries 0.12; number 36, H, carries 0.11; number 37, H, carries 0.11; number 38, H, carries 0.05; number 39, H, carries 0.04; number 40, H, carries 0.00; number 41, H, carries -0.01; number 42, H, carries -0.01; number 43, H, carries 0.03; number 44, H, carries 0.04; number 45, H, carries 0.09; number 46, H, carries 0.09; number 47, H, carries 0.11; number 48, H, carries 0.07; number 49, H, carries 0.11; number 50, H, carries 0.09; number 51, H, carries 0.09; number 52, H, carries 0.11; number 53, H, carries 0.10; number 54, H, carries 0.10; number 55, H, carries 0.10; number 56, H, carries 0.10; number 57, H, carries 0.11; number 58, H, carries 0.10; number 59, H, carries 0.09; number 60, H, carries 0.10; number 61, H, carries 0.08; number 62, H, carries 0.10; number 63, H, carries 0.11; number 64, H, carries 0.11; number 65, H, carries 0.11; number 66, H, carries 0.11; number 67, H, carries 0.04; number 68, H, carries 0.08; number 69, H, carries 0.08; number 70, H, carries 0.05; number 71, H, carries 0.05; number 72, H, carries 0.10; number 73, H, carries 0.09; number 74, H, carries 0.10; number 75, H, carries 0.10; number 76, H, carries 0.06; number 77, H, carries 0.03; number 78, N, carries 0.00; number 79, C, carries -0.15; number 80, C, carries -0.11; number 81, C, carries -0.09; number 82, C, carries -0.13; number 83, H, carries 0.14; number 84, H, carries 0.10; number 85, H, carries 0.09; number 86, H, carries 0.08; number 87, H, carries 0.10; number 88, N, carries 0.01; number 89, C, carries -0.16; number 90, C, carries -0.11; number 91, C, carries -0.10; number 92, C, carries -0.14; number 93, H, carries 0.14; number 94, H, carries 0.09; number 95, H, carries 0.09; number 96, H, carries 0.09; number 97, H, carries 0.11; number 98, N, carries 0.01; number 99, C, carries -0.14